C23H20N2O5S in the gas phase, computed with ωB97M-V with the def2-TZVPD basis set.

Each line ends with the natural charge from an NBO analysis.
Element x y z (Å)
1 C -1.77714 -3.97594 1.90511  -0.6328
2 C -1.59615 -3.59437 0.44314  -0.0747
3 O -1.59504 -2.17613 0.27291  -0.5506
4 C -2.81123 -1.58712 0.09103  0.7904
5 O -3.82815 -2.23182 0.04754  -0.5913
6 C -2.71762 -0.13374 -0.04375  -0.2865
7 C -1.55916 0.61086 0.09844  0.0780
8 N -0.29576 0.15415 0.38156  -0.6301
9 C 0.75631 1.00694 0.51400  0.6957
10 O 0.62354 2.20559 0.39527  -0.5792
11 C 2.09360 0.32279 0.83682  -0.3586
12 C 3.18364 1.34858 0.68096  -0.0901
13 C 3.54005 2.20853 1.70706  -0.1641
14 C 4.46954 3.20994 1.49452  -0.2254
15 C 5.04478 3.36368 0.24350  -0.1900
16 C 4.71208 2.50508 -0.78582  -0.2642
17 C 3.78311 1.49478 -0.56683  0.3638
18 O 3.51701 0.64927 -1.61214  -0.4713
19 C 2.97350 -0.56396 -1.31786  0.2837
20 C 3.11103 -1.57314 -2.26658  -0.2370
21 C 2.64114 -2.84259 -1.99609  -0.1898
22 C 2.05510 -3.12292 -0.77194  -0.2313
23 C 1.89540 -2.11474 0.16155  -0.2274
24 C 2.32882 -0.82348 -0.10775  -0.0109
25 S -1.82175 2.29249 -0.10080  0.4936
26 C -3.52648 2.02103 -0.39507  -0.3692
27 C -4.41642 3.16074 -0.67199  0.6485
28 N -3.80658 4.37269 -0.68303  -0.8185
29 O -5.61087 3.05907 -0.87936  -0.6191
30 C -3.85412 0.69134 -0.32935  0.0994
31 C -5.22058 0.14404 -0.53083  -0.6568
32 H -2.74738 -3.63579 2.25863  0.2257
33 H -1.72514 -5.05583 2.00835  0.2188
34 H -1.00073 -3.52351 2.51847  0.2033
35 H -0.62993 -3.92798 0.05965  0.1859
36 H -2.40325 -4.02008 -0.16064  0.2112
37 H -0.18203 -0.85273 0.43866  0.4541
38 H 2.02916 -0.02947 1.87335  0.2441
39 H 3.07136 2.09731 2.67376  0.2121
40 H 4.73499 3.87758 2.29954  0.2162
41 H 5.76073 4.15239 0.06966  0.2174
42 H 5.15453 2.59973 -1.76474  0.2260
43 H 3.59739 -1.34015 -3.20030  0.2303
44 H 2.75079 -3.62180 -2.73443  0.2205
45 H 1.72581 -4.12611 -0.54751  0.2150
46 H 1.44134 -2.33232 1.11888  0.2109
47 H -2.82312 4.49460 -0.52156  0.3923
48 H -4.37510 5.18081 -0.87124  0.4072
49 H -5.21302 -0.58428 -1.33949  0.2303
50 H -5.54413 -0.38024 0.36641  0.2329
51 H -5.91387 0.94623 -0.75970  0.2616

Forces on atoms 1 to 3 (eV/Å):
0.00 0.26 -0.34
-0.16 -0.54 0.10
0.09 0.28 0.01

**LUMO**: 0.0107 Eh
**Orbital gap**: 8.72 eV
**ΔE to the lowest compared entry with this formula, charge and spin**: 0.0 kcal/mol
**Total energy**: -1772.4400 hartree
**HOMO level**: -8.4 eV
**Largest force on an atom**: 0.82 eV/Å


10 unconnected molecules or ions with the total composition C33H45N3O30, computed with ωB97M-V with the def2-TZVPD basis set.

Each line ends with the Mulliken charge.
Element x y z (Å)
1 N 3.48653 4.34239 -1.07446  -0.6919
2 C 2.10290 3.77624 -1.23970  0.2934
3 N 2.03678 2.87616 -2.41021  -0.3357
4 N 1.82756 2.94262 -0.03712  -0.4339
5 C 0.98991 4.95352 -1.46119  -0.2703
6 C -0.40403 4.31165 -0.93488  0.6903
7 C -1.15070 4.86385 0.17426  -0.4420
8 C -2.35709 3.82024 0.26674  0.3596
9 O -3.07660 3.88797 1.28968  -0.5846
10 O -2.44782 2.95846 -0.85336  -0.2720
11 C -1.15392 3.01437 -1.45857  0.0942
12 O -0.84166 2.13515 -2.26821  -0.5038
13 H 3.39933 5.00292 -0.27189  0.2909
14 H 4.04673 3.55724 -0.69329  0.3532
15 H 2.07816 3.37640 -3.30322  0.1911
16 H 2.70333 2.09718 -2.35526  0.1568
17 H 1.16887 2.17714 -0.22489  0.0123
18 H 1.56493 3.50064 0.78395  0.2402
19 H 0.93858 5.29407 -2.54798  0.2962
20 H 1.27164 5.81395 -0.75749  0.1172
21 H -0.92512 5.76082 0.82645  0.4346
22 O 6.31180 1.42467 -3.18214  -0.5481
23 C 5.84010 0.38958 -2.80863  0.5026
24 O 6.30147 -0.84006 -3.16870  -0.3558
25 C 5.63496 -1.79302 -2.34999  -0.2197
26 C 4.38135 -1.07621 -1.95085  0.0942
27 O 4.77242 0.29052 -1.97026  -0.1846
28 H 5.43271 -2.70956 -2.90616  0.1967
29 H 6.27229 -2.03106 -1.49348  0.2841
30 H 3.56917 -1.22165 -2.66905  0.1125
31 H 4.03340 -1.36671 -0.96057  0.0897
32 O -8.12201 7.64270 2.00839  -0.5325
33 C -7.03825 7.15656 1.84710  0.5275
34 O -6.53564 6.13669 2.59242  -0.3137
35 C -5.34135 5.70021 1.95319  -0.2079
36 C -4.91892 6.90498 1.16983  -0.1733
37 O -6.15283 7.55592 0.89434  -0.3202
38 H -4.59541 5.39854 2.68825  0.3037
39 H -5.57475 4.84537 1.31318  0.2701
40 H -4.28420 7.58106 1.75020  0.2391
41 H -4.40298 6.64133 0.24565  0.2093
42 O 2.09617 -0.09249 -0.33885  -0.3890
43 C 1.54484 -0.55329 0.61909  0.4931
44 O 1.54507 -1.87422 0.93649  -0.1922
45 C 0.99147 -1.99344 2.23942  -0.1129
46 C 0.16032 -0.75274 2.36766  -0.3608
47 O 0.83884 0.17439 1.52722  -0.3058
48 H 0.39994 -2.90250 2.32680  0.2472
49 H 1.80664 -2.02886 2.96753  0.1073
50 H -0.85806 -0.89030 1.99300  0.2836
51 H 0.11324 -0.38611 3.39389  0.2935
52 O -0.89051 -4.37215 4.90325  -0.5466
53 C 0.18982 -4.85806 4.72899  0.5338
54 O 0.70535 -5.87407 5.47244  -0.3652
55 C 1.88960 -6.31243 4.81812  -0.0778
56 C 2.29982 -5.11200 4.02154  -0.2816
57 O 1.06078 -4.46322 3.76062  -0.1876
58 H 2.64762 -6.60940 5.54396  0.2943
59 H 1.64702 -7.17113 4.18521  0.1413
60 H 2.94290 -4.43233 4.58834  0.2178
61 H 2.80208 -5.38070 3.09096  0.2602
62 O -0.04825 7.79298 -0.16207  -0.4778
63 C 0.49704 8.45035 -0.99837  0.6084
64 O 0.07507 9.67352 -1.41378  -0.3299
65 C 1.10211 10.21149 -2.23661  -0.3607
66 C 1.82354 8.98806 -2.71393  -0.3517
67 O 1.61691 8.06278 -1.65441  -0.2402
68 H 0.67888 10.79328 -3.05643  0.3047
69 H 1.73719 10.86304 -1.62967  0.2632
70 H 1.39136 8.57808 -3.63132  0.2670
71 H 2.88786 9.16579 -2.87291  0.2987
72 O -14.63886 8.05271 1.91316  -0.5296
73 C -13.55731 7.56484 1.75452  0.6156
74 O -13.05677 6.54401 2.50404  -0.3206
75 C -11.86383 6.10375 1.86839  -0.3308
76 C -11.43753 7.30581 1.08262  -0.1503
77 O -12.66876 7.95998 0.80254  -0.3231
78 H -11.11868 5.80189 2.60566  0.2809
79 H -12.09910 5.24708 1.22972  0.2519
80 H -10.80203 7.98066 1.66222  0.2165
81 H -10.92119 7.03888 0.15962  0.2922
82 O 5.94639 -6.65117 2.31920  -0.5194
83 C 5.48593 -7.69411 2.67734  0.6013
84 O 5.95818 -8.91376 2.30167  -0.3294
85 C 5.30181 -9.88373 3.10656  -0.3618
86 C 4.04024 -9.18514 3.51621  -0.3420
87 O 4.41808 -7.81496 3.51565  -0.2135
88 H 5.10878 -10.79414 2.53747  0.3032
89 H 5.94191 -10.12696 3.95958  0.2637
90 H 3.22914 -9.32871 2.79615  0.2815
91 H 3.69506 -9.49276 4.50457  0.3205
92 O 2.50696 -5.53169 0.09676  -0.6602
93 C 2.31670 -5.26185 -1.05589  0.5968
94 O 2.90714 -4.22463 -1.71039  -0.1374
95 C 2.60611 -4.37669 -3.09299  -0.4306
96 C 1.35499 -5.19869 -3.07720  -0.0946
97 O 1.48201 -5.95290 -1.87739  -0.2841
98 H 2.46089 -3.40532 -3.56831  0.3416
99 H 3.43923 -4.89056 -3.58169  0.3106
100 H 0.45134 -4.58442 -3.01444  0.2603
101 H 1.27781 -5.85723 -3.94530  0.1432
102 O 1.74527 -7.32108 -5.10320  -0.6240
103 C 1.21928 -8.26104 -4.57539  0.6549
104 O 0.08013 -8.85357 -5.02168  -0.3072
105 C -0.08960 -10.05023 -4.27365  -0.3551
106 C 0.68082 -9.77405 -3.01814  -0.2857
107 O 1.68593 -8.86872 -3.45307  -0.2516
108 H -1.14609 -10.24201 -4.08168  0.2898
109 H 0.32504 -10.88588 -4.84469  0.2780
110 H 0.07224 -9.28527 -2.25182  0.2502
111 H 1.12606 -10.67551 -2.59501  0.2941

Forces on atoms 1 to 3 (eV/Å):
-1.22 0.43 0.95
0.11 -0.52 -0.66
-0.08 0.45 0.74

**LUMO**: -0.0249 Eh
**Orbital gap**: 8.06 eV
**Total energy**: -3705.9783 hartree
**HOMO level**: -8.7 eV
**Largest force on an atom**: 6.13 eV/Å